8
Properties=species:S:1:pos:R:3:forces:R:3:lowdin_spin:R:1 method="wB97M-V/def2-TZVPD" homo_energy_ev="-0.46 / -0.19" homo_lumo_gap_ha="0.2139 / 0.1977" total_charge=-1 spin_multiplicity=2
C 0.62044 -0.35201 -0.21585 -0.4 -3.0 1.0 0.094
C -0.70775 0.17746 0.20613 0.9 3.2 0.1 0.057
N 0.08067 1.38851 0.24377 -2.1 3.5 1.1 0.768
H 1.18787 -0.34157 0.71411 0.6 -0.5 -0.5 0.001
H 0.48579 -1.33701 -0.60599 0.4 -1.9 -0.7 0.049
H 0.96225 0.30141 -0.98777 0.7 0.2 -0.6 0.010
H -1.12959 -0.04721 1.19933 0.1 -0.8 -0.1 0.015
H -1.49970 0.21043 -0.55374 -0.3 -0.6 -0.2 0.006

---

13
Properties=species:S:1:pos:R:3:forces:R:3:nbo_charge:R:1 method="wB97M-V/def2-TZVPD" homo_energy_ev="-14.30 / -14.47" homo_lumo_gap_ha="0.3195 / 0.3413" total_charge=+1
C 2.50546 0.11682 0.20127 -0.6 1.1 1.6 -0.044
C -0.94817 -0.10644 -0.65015 -1.1 -0.5 0.3 -0.212
C -0.37454 -0.97610 0.45300 0.1 -1.7 1.6 -0.223
C 1.18804 0.96456 0.18904 6.0 1.3 -3.1 0.036
N 2.32899 -0.79584 -0.59400 -0.1 0.3 -0.2 -0.173
N -0.02646 0.40997 0.37470 -1.7 2.0 2.3 -0.445
H 3.32850 0.47597 0.83924 0.1 -0.5 -0.5 0.248
H -0.49656 -0.44468 -1.60804 -0.2 1.1 0.6 0.283
H -1.88572 0.51010 -0.62641 0.7 -1.5 -0.2 0.272
H -0.75990 -1.27452 1.47221 -0.3 0.4 -1.6 0.262
H 0.54670 -1.53105 0.21782 -1.1 -0.3 -0.5 0.275
H 1.39386 1.76602 -0.62402 -1.4 -1.1 1.5 0.243
H -0.40633 0.90919 1.24641 -0.4 -0.6 -1.9 0.479

---

27
Properties=species:S:1:pos:R:3:forces:R:3:nbo_charge:R:1 method="wB97M-V/def2-TZVPD" homo_energy_ev=-7.15 homo_lumo_gap_ha=0.2180
O -2.53052 0.17866 0.63374 -2.3 -1.7 -3.1 -0.927
H -2.26081 -0.73194 0.51414 -0.7 -0.4 -0.1 0.414
H -1.97311 0.50313 1.34102 -1.9 0.2 -0.7 0.426
O -0.09682 -0.13588 -0.25063 0.4 1.4 3.2 -0.934
H 0.51900 0.59626 -0.28183 -0.6 0.1 -0.2 0.477
H -0.34921 -0.19809 0.67061 -0.5 -0.1 -1.1 0.473
O -1.92647 0.05286 -1.71257 -1.7 0.5 -1.9 -0.956
H -2.31119 -0.82362 -1.71596 -0.1 -0.1 -0.3 0.444
H -1.51668 0.13174 -0.85113 -1.1 0.5 -0.7 0.466
O 1.77475 0.20245 -2.36680 8.9 5.9 -3.4 -0.875
H 2.52124 0.59380 -2.82048 0.9 0.1 -0.7 0.443
H 1.72251 0.67694 -1.53712 -0.6 -0.9 -1.6 0.434
O 1.53780 1.59607 -0.70671 0.9 3.9 3.8 -0.872
H 1.70009 2.42205 -1.16239 -0.4 0.6 -0.3 0.532
H 2.40742 1.28748 -0.45223 0.8 0.3 0.9 0.502
O -1.59558 0.76294 2.40828 -5.9 5.7 8.1 -0.981
H -1.61951 0.87402 3.35871 -0.7 0.4 0.2 0.471
H -0.70436 0.46650 2.22368 -4.2 2.4 2.6 0.414
O 0.98454 -2.19982 0.70703 0.9 -0.9 1.1 -0.946
H 0.46467 -1.56270 0.21708 0.1 -0.1 -1.0 0.479
H 0.45031 -2.40655 1.47390 -0.2 -0.7 0.0 0.433
O 0.24520 -0.96527 -2.26838 -5.0 -5.9 -1.4 -1.037
H -0.06123 -0.71721 -1.39614 -0.4 -1.3 -2.4 0.430
H 1.15340 -0.66440 -2.29824 -1.7 -4.3 -0.6 0.423
O 0.11584 0.01935 1.97284 14.1 -5.2 -0.4 -0.780
H 0.77113 0.70423 1.83956 0.7 0.4 -0.2 0.515
H 0.57761 -0.66311 2.45990 0.3 -0.8 0.2 0.536

---

48
Properties=species:S:1:pos:R:3:forces:R:3:nbo_charge:R:1 method="wB97M-V/def2-TZVPD" smiles=CCNCCNCC.O.O.O.O.O.O.O.O homo_energy_ev=-8.26 homo_lumo_gap_ha=0.3138
C -0.48903 -1.44253 -1.24937 -2.2 -3.8 -2.1 -0.622
C 0.48581 -2.56115 -1.74782 -1.2 -0.2 3.3 -0.214
N 1.05842 -3.32693 -0.57494 -2.0 0.3 -1.8 -0.650
C 2.16181 -2.85263 0.18209 2.9 -4.0 -2.9 -0.213
C 2.75192 -1.55528 -0.17503 4.2 0.7 -1.5 -0.235
N 2.29039 -0.62162 0.80232 -2.0 1.8 -1.6 -0.660
C 2.13810 0.74178 0.26611 -2.3 -0.1 2.2 -0.223
C 3.41432 1.37105 -0.19475 0.3 0.7 3.2 -0.642
H -0.05956 -0.60798 -0.89391 1.9 3.1 0.7 0.188
H -1.20572 -1.23365 -2.07843 0.4 0.3 0.6 0.206
H -1.09875 -1.79672 -0.41596 0.0 -0.3 -0.7 0.193
H 1.13541 -2.12325 -2.44551 1.6 0.2 -0.6 0.187
H -0.04439 -3.33080 -2.26226 -0.7 -0.3 -0.6 0.202
H 0.24137 -3.66121 -0.03671 1.0 0.4 -0.4 0.377
H 3.02641 -3.70432 0.05615 -1.6 1.8 0.5 0.141
H 1.94360 -2.81746 1.18120 -0.5 0.0 2.6 0.195
H 3.97867 -1.70317 -0.08988 -2.8 0.4 -0.2 0.172
H 2.67435 -1.16861 -1.28491 -0.4 -0.9 2.2 0.199
H 2.91596 -0.60597 1.54982 1.1 0.0 1.5 0.358
H 1.56751 1.37670 1.09348 1.3 -1.1 -1.6 0.205
H 1.39270 0.65476 -0.55729 0.6 0.3 0.4 0.189
H 3.43798 1.31222 -1.19755 0.4 0.5 -3.6 0.201
H 3.41428 2.38132 0.21119 0.3 0.3 -0.6 0.225
H 4.33829 0.89367 0.15122 -0.3 -0.2 0.3 0.208
O -4.41806 0.73893 0.51231 0.4 4.0 -3.0 -0.927
H -3.88288 0.31302 -0.14724 0.3 -0.2 -0.5 0.474
H -4.64923 0.08105 1.04721 -1.8 -4.2 3.6 0.458
O 1.51507 1.51243 -3.57663 1.0 -0.1 0.8 -0.944
H 0.88056 1.09256 -4.15963 0.2 -0.4 0.1 0.478
H 2.16697 0.86810 -3.21494 -1.1 0.5 -0.8 0.469
O -0.22942 1.58561 3.81096 -0.5 -0.1 0.5 -0.992
H 0.50281 1.06260 3.46697 -0.2 0.5 -0.3 0.463
H -0.51451 2.27340 3.16765 0.8 -0.7 0.1 0.507
O -0.48259 3.05986 1.66638 -0.5 1.2 -2.6 -0.995
H -1.03778 2.88150 0.84196 -0.1 -0.9 1.4 0.504
H -0.25174 3.93775 1.31885 0.6 0.2 1.0 0.477
O -1.99563 -0.30191 1.08236 2.6 0.3 -0.1 -0.985
H -2.20205 -0.22272 2.03164 0.5 0.1 -0.4 0.505
H -0.97366 -0.22699 0.96731 -2.6 -0.1 0.8 0.498
O -2.50309 2.29982 0.11883 1.9 2.3 -2.1 -0.983
H -2.42382 1.44117 0.46062 -0.5 -1.9 1.4 0.503
H -3.23886 2.79570 0.43655 -0.9 -0.2 0.5 0.503
O -1.76994 2.75458 -2.56557 1.1 2.2 -1.6 -0.923
H -2.39379 2.42092 -3.17344 -1.1 -0.2 -1.5 0.453
H -1.84118 2.13307 -1.90406 0.0 -1.8 2.9 0.468
O -1.58626 -3.27568 1.29795 -1.6 1.6 -2.2 -0.944
H -1.17464 -3.80517 1.91934 1.6 -1.3 2.0 0.471
H -1.08422 -2.46813 1.10892 -0.1 -0.6 0.7 0.477